# 1
# C37H28N4O7PrS2

C37H28N4O7PrS2 as an isolated structure at a distorted geometry (ωB97M-V/def2-TZVPD, the Open Molecules 2025 dataset).

```
79
Properties=species:S:1:pos:R:3:forces:R:3
Pr -0.846111 -19.186635 3.078823 -0.67 0.73 -0.15
C 1.950114 -17.157053 2.671338 0.93 0.25 -0.08
O 0.561888 -17.210144 2.623631 -1.49 1.34 0.54
C -0.067484 -16.007043 2.281338 1.17 -0.82 0.52
C 0.656628 -14.966690 1.882413 -1.34 0.45 0.17
C -0.055998 -13.737460 1.569405 -0.24 1.13 -0.34
C -1.395144 -13.594954 1.652568 0.18 -1.38 0.18
C -2.260788 -14.760531 2.026519 0.39 -0.44 0.02
C -1.512180 -15.995430 2.453365 -0.92 -1.12 -0.20
N -1.950628 -16.862255 3.544639 0.86 -0.18 -0.10
N -2.997518 -16.561764 4.132955 0.13 1.38 -0.58
C -3.499631 -17.394896 5.095072 0.40 -0.66 -0.06
C -2.768134 -18.499624 5.591654 -0.45 -0.11 0.32
O -1.604244 -18.934031 5.210325 -0.29 0.58 -0.18
C -3.408477 -19.271477 6.603829 -0.17 -0.74 1.10
C -4.672207 -19.053347 7.037928 -0.74 0.62 -0.24
C -5.479329 -18.004935 6.436215 0.84 -0.09 0.02
C -6.840354 -17.836047 6.750115 0.08 -0.77 0.56
C -7.651701 -16.957957 6.114882 0.50 0.85 -0.42
C -7.054024 -16.140338 5.116845 -1.50 -0.28 0.36
C -5.748394 -16.287012 4.770201 0.55 0.87 -0.02
C -4.875442 -17.162017 5.460763 -0.38 -1.09 0.17
H 2.296417 -16.283686 3.246913 -0.13 -0.48 0.21
H 2.335736 -17.022993 1.656352 0.17 -0.42 0.03
H 2.232888 -18.085564 3.137199 0.54 -0.23 -0.06
H 1.707792 -15.041733 1.960226 0.73 0.44 -0.56
H 0.512135 -12.854057 1.250351 -0.04 -0.44 0.22
H -1.852052 -12.638055 1.471082 -0.13 0.15 -0.05
H -3.107406 -14.609439 2.684148 -0.24 0.21 -0.26
H -2.845548 -20.117430 7.019334 -0.09 0.42 -0.26
H -5.137201 -19.696965 7.804221 0.31 0.34 -0.46
H -7.259601 -18.458337 7.524715 -0.03 -0.26 0.18
H -8.690359 -16.863006 6.410877 0.06 0.07 -0.18
H -7.705774 -15.417633 4.615707 0.44 -0.20 -0.05
H -5.391208 -15.635230 3.986343 0.37 -0.16 -0.09
S -5.767597 -18.485456 1.550402 -0.45 -0.05 -0.29
C -5.547130 -19.828217 2.627393 0.24 0.36 -0.66
C -6.486854 -20.792534 2.890491 -0.41 -0.60 0.58
C -6.105946 -21.780516 3.797422 1.32 0.43 0.39
C -4.788961 -21.801820 4.324370 -0.86 -0.24 -0.67
C -3.826153 -20.893551 3.928694 -0.49 0.32 -0.22
C -4.205598 -19.863207 3.076699 -0.79 0.55 -0.97
N -3.412188 -18.866239 2.542599 0.41 -0.14 -0.46
C -4.088212 -18.009586 1.709898 1.18 0.16 0.65
C -3.641853 -16.836152 1.080336 -0.41 -0.32 0.81
C -4.507261 -16.136002 0.176951 -0.13 -0.40 -0.12
C -3.961445 -15.360467 -0.783120 1.48 0.03 -0.90
C -2.492868 -15.470996 -1.082093 -0.98 -0.17 0.98
C -1.664733 -15.998957 -0.161691 -1.86 0.77 0.23
C -2.332414 -16.126721 1.177181 0.82 0.57 0.19
H -7.493006 -20.802799 2.432593 0.70 0.19 0.35
H -6.790276 -22.511973 4.148406 -0.58 -0.58 0.06
H -4.498268 -22.600869 4.986518 -0.06 -0.11 0.23
H -2.826522 -20.936052 4.300646 0.53 -0.28 0.31
H -5.584494 -16.331703 0.198862 0.25 0.29 0.02
H -4.566612 -14.840490 -1.501070 -0.30 0.17 -0.15
H -2.094471 -15.159730 -2.028358 -0.14 0.01 -0.51
H -0.637222 -16.157539 -0.344284 0.92 -0.30 0.02
C -4.552132 -23.554119 0.934343 -0.71 0.60 0.09
C -3.324674 -22.720264 0.758255 0.24 -0.59 1.14
C -3.319890 -21.656593 -0.099606 0.76 0.78 -0.65
C -2.192690 -20.832611 -0.221681 -1.91 0.43 -0.95
C -1.070833 -21.079682 0.500018 0.31 -1.46 0.54
C -1.026980 -22.197656 1.344957 -0.67 0.11 0.06
C -2.172885 -22.985723 1.515975 0.69 0.72 -0.10
S 0.234738 -19.939479 0.383561 -0.02 1.52 -2.08
O 0.818348 -20.008494 -0.944976 -0.06 -0.20 1.25
O -0.499640 -18.659718 0.623680 0.10 -0.51 0.01
O 1.069897 -20.174658 1.554721 0.53 -0.34 0.28
H -4.314436 -24.570275 0.752276 0.26 -1.20 -0.24
H -5.314862 -23.266776 0.190118 0.14 -0.04 0.51
H -4.965934 -23.521357 1.959917 0.16 0.32 -0.51
H -4.195477 -21.451366 -0.694378 -0.16 0.15 -0.04
H -2.260207 -19.952793 -0.862608 0.13 -0.18 0.15
H -0.135493 -22.349612 1.924029 0.12 -0.24 0.18
H -2.161096 -23.722467 2.316270 -0.10 -0.14 -0.34
O 1.238456 -19.866500 4.498491 0.63 1.08 0.49
N 0.713415 -20.919449 4.836351 -0.57 -0.60 -1.05
O -0.167943 -21.277512 3.968505 -0.06 -0.87 1.11
```
Forces are in eV/Å.

Results
Spin multiplicity: 3
Kohn-Sham gap (spin up / spin down): 6.11 / 6.11 eV
Relative energy (zero: lowest compared OMol25 entry of this formula, charge and spin): 1.936 eV
Charge: -1
HOMO (spin up / spin down): -3.8 / -3.8 eV

=====

# 2
# C4H11N2O

A 2-piece molecular cluster, C4H11N2O overall at a distorted geometry (ωB97M-V/def2-TZVPD, the Open Molecules 2025 dataset).

```
18
Properties=species:S:1:pos:R:3:forces:R:3
C 0.034680 2.126639 0.021108 0.90 -0.36 -0.97
C -1.775613 -0.464799 -0.932843 2.32 -0.52 0.87
C 1.274596 -1.181245 -0.324623 -0.71 -1.93 0.23
C -0.541443 0.936949 0.787950 0.27 -1.84 0.97
N -1.301835 -0.085400 0.433847 1.63 5.16 -3.88
N 1.500257 -0.350722 0.822807 2.51 2.24 1.24
O 1.202675 2.412701 0.123984 -1.51 -0.13 0.05
H -0.664311 2.654925 -0.656187 0.10 0.07 0.28
H -1.071679 -1.268379 -1.227185 -1.21 0.03 -0.07
H -2.796914 -0.725530 -0.846984 -0.90 -0.45 -0.20
H -1.597336 0.311244 -1.649956 -0.15 0.73 -0.08
H 2.222150 -1.553422 -0.722920 -0.18 -1.22 0.57
H 0.460017 -1.924013 0.023676 1.75 0.52 -1.22
H 0.967300 -0.683457 -1.240574 -0.71 0.84 0.36
H -0.391176 1.037699 1.871930 -0.15 -0.04 -0.45
H -1.586886 -0.593228 1.159904 -1.61 -2.82 3.39
H 1.661297 -0.865514 1.750310 -0.17 0.71 -2.14
H 2.404225 0.215547 0.605748 -2.16 -1.00 1.06
```
Forces are in eV/Å.

Results
Kohn-Sham gap (spin up / spin down): 8.71 / 8.71 eV
Relative energy (zero: lowest compared OMol25 entry of this formula, charge and spin): 3.980 eV
Charge: +1
HOMO (spin up / spin down): -13.8 / -13.8 eV

=====

# 3
# C19H15FILiN2O3

C19H15FILiN2O3 as an isolated structure (ωB97M-V/def2-TZVPD, the Open Molecules 2025 dataset).

```
42
Properties=species:S:1:pos:R:3:forces:R:3
Li -1.269646 -2.833578 0.216218 -0.11 -0.16 0.31
C 2.853838 1.662595 -3.403300 0.10 0.02 -0.07
C 2.291338 2.275924 -2.132580 -0.21 -0.14 0.12
C 3.374860 2.992086 -1.347941 0.17 -0.07 -0.04
C 2.809182 3.621654 -0.090794 -0.05 0.02 0.01
C 2.114480 2.578030 0.739105 0.01 0.01 0.01
C 2.019642 2.707353 2.104214 0.00 0.02 0.00
C 1.370876 1.730421 2.853005 0.04 0.11 0.10
F 1.308022 1.900999 4.190547 -0.01 -0.02 -0.02
C 0.812248 0.630581 2.279922 -0.03 -0.09 -0.05
C 0.897808 0.475971 0.888563 -0.05 -0.10 0.05
C 0.267631 -0.707953 0.278066 0.00 -0.05 0.02
O -0.293728 -1.533198 1.031804 0.06 0.14 -0.04
C 0.351150 -0.789637 -1.149493 -0.03 0.26 0.11
C 1.034221 0.191700 -1.811836 -0.05 -0.04 -0.01
N 1.638262 1.257815 -1.261862 0.08 0.12 0.14
C 1.554308 1.439300 0.122565 0.08 0.12 -0.36
C -0.234724 -1.892962 -2.044307 0.50 -0.46 0.11
O -0.025390 -1.779162 -3.250860 -0.21 0.10 -0.04
O -0.805982 -2.857739 -1.448137 -0.03 0.24 -0.43
H 3.431884 2.431399 -3.917827 0.00 -0.04 -0.02
H 2.091218 1.312078 -4.095562 -0.01 0.03 0.02
H 3.519098 0.827697 -3.173086 -0.01 0.03 0.01
H 1.524877 3.011043 -2.399364 -0.04 0.01 -0.01
H 3.819553 3.746187 -1.998069 0.00 0.02 0.02
H 4.162417 2.274979 -1.093242 -0.01 0.02 0.01
H 2.099502 4.408296 -0.367998 -0.02 -0.01 0.01
H 3.590101 4.102296 0.499092 0.02 -0.02 -0.01
H 2.447456 3.567442 2.605886 -0.01 -0.04 0.00
H 0.308935 -0.126800 2.863245 -0.01 0.01 -0.01
H 1.088902 0.084840 -2.885089 -0.03 -0.02 0.02
I -3.674484 -0.725660 -0.501533 0.04 0.04 -0.01
C -4.097403 -2.340952 0.749800 0.12 -0.14 0.06
C -5.396526 -2.505360 1.213679 0.01 0.02 -0.01
C -5.664995 -3.585085 2.033141 -0.10 0.01 0.02
C -4.639552 -4.456843 2.364391 0.00 0.01 0.00
C -3.382583 -4.206273 1.854222 0.14 0.12 -0.13
N -3.099319 -3.165425 1.053594 -0.40 -0.11 0.12
H -6.165993 -1.801517 0.932864 0.00 -0.01 0.00
H -6.668180 -3.744317 2.408388 0.02 0.01 0.00
H -4.808063 -5.313209 3.002223 0.01 0.02 -0.02
H -2.555243 -4.865018 2.088343 0.03 0.02 -0.02
```
Forces are in eV/Å.

Results
Kohn-Sham gap: 8.44 eV
Relative energy (zero: lowest compared OMol25 entry of this formula, charge and spin): 0.000 eV
HOMO: -8.2 eV

=====

# 4
# C15H25BFN4O4S

A 2-piece molecular cluster, C15H25BFN4O4S overall at a distorted geometry (ωB97M-V/def2-TZVPD, the Open Molecules 2025 dataset).

```
51
Properties=species:S:1:pos:R:3:forces:R:3
C -3.234064 -0.405623 -0.461717 -0.44 0.27 -0.21
C -3.968892 -1.247457 -1.629566 0.84 0.31 1.12
C -3.011858 -2.465443 -2.034522 -1.17 0.00 -1.16
C -2.135070 -2.150084 -3.365473 0.12 -1.01 0.85
C -0.629306 -1.725688 -3.019375 0.31 0.31 0.62
C -0.209895 -0.280012 -3.625665 -0.64 -1.02 -0.29
N 0.268194 0.636269 -2.535441 1.75 -0.82 1.85
C 1.188917 0.364554 -1.461740 -1.04 2.10 0.13
N 1.823880 -0.779372 -1.188325 -0.14 -0.47 -0.28
B 2.816708 -0.911592 -0.027411 2.09 0.28 1.51
O 4.206976 -0.928106 -0.424484 -3.28 1.09 0.44
O 2.405811 -0.971495 1.341512 0.54 1.00 -2.89
N 1.415512 1.508055 -0.610302 -3.97 0.61 -4.93
C 0.561729 2.460698 -1.279045 1.59 -3.58 0.01
S 0.314724 4.197279 -0.720970 -3.17 4.63 -0.71
O 0.885148 5.178161 -1.680126 -0.53 -3.45 2.65
O -1.161041 4.356324 -0.508133 4.58 -1.38 -0.03
F 1.090979 4.388067 0.732019 -1.27 -1.21 -2.95
N -0.093165 1.951865 -2.429847 1.52 2.38 3.47
C -0.986589 2.778507 -3.292429 -0.31 0.51 -1.45
H -3.754331 -0.577876 0.542014 1.05 0.12 -1.33
H -3.276503 0.719672 -0.650476 0.04 -1.44 0.23
H -2.140906 -0.722271 -0.433341 -1.34 0.51 0.31
H -4.124126 -0.535436 -2.499807 -0.10 -1.14 0.89
H -4.970970 -1.614701 -1.208669 1.46 0.52 -0.94
H -3.693564 -3.343995 -2.326528 1.16 1.13 0.63
H -2.363996 -2.752599 -1.146540 -0.79 0.17 -1.19
H -2.706328 -1.379584 -3.972279 0.91 -0.92 0.57
H -2.080539 -3.129804 -3.939736 -0.14 1.42 0.46
H 0.147917 -2.510946 -3.336660 -1.31 1.11 0.20
H -0.560819 -1.697419 -1.870638 -0.07 0.18 -1.70
H -1.178319 0.146084 -4.066679 1.69 -0.31 0.67
H 0.599184 -0.369029 -4.435040 -1.22 0.27 1.21
H 1.719427 -1.636231 -1.758526 -0.12 1.12 0.16
H 4.241847 -0.210136 -1.103050 0.46 -1.10 0.26
H 2.338263 -0.032598 1.639095 -0.02 -0.92 0.16
H -1.111739 2.298948 -4.326604 0.36 0.61 1.66
H -2.012671 2.941093 -2.839753 1.38 -0.38 -0.28
H -0.459797 3.787253 -3.446683 -0.83 -1.54 0.29
C 1.332135 -0.833721 6.947551 0.03 0.01 -0.09
C 2.249280 0.211639 6.980945 0.00 -0.04 -0.05
C 2.907249 0.598058 5.818298 -0.04 -0.01 -0.04
C 2.640577 -0.055146 4.619126 -0.15 -0.04 0.13
C 1.720356 -1.098310 4.584610 -0.01 0.02 0.02
C 1.069374 -1.490547 5.749650 0.05 0.10 0.03
H 0.821935 -1.136879 7.855196 0.04 0.02 -0.07
H 2.452077 0.725077 7.914507 0.00 -0.05 -0.08
H 3.627244 1.408532 5.846107 -0.05 -0.05 0.01
H 3.151093 0.249670 3.711453 0.07 -0.03 0.10
H 1.511526 -1.606562 3.649403 0.05 0.01 0.09
H 0.356428 -2.307136 5.724095 0.05 0.05 0.00
```
Forces are in eV/Å.

Results
Kohn-Sham gap: 6.53 eV
Charge: +1
HOMO: -11.0 eV